1.
ORCA calculation (wB97M-V/def2-TZVPD) on C34H50As2BrIrN4O12S as an isolated structure in a non-equilibrium geometry.

Calculated values
M: 1160.82 Da
Calculated total energy: -9995.00176 Eh
ΔE to the lowest compared entry with this formula, charge and spin: 1.237 eV
HOMO level (alpha / beta): -12.112 / -12.738 eV
Lowest unoccupied orbital energy (alpha / beta): -5.57 / -8.64 eV
Charge: +2
Spin multiplicity: 5

```
105
Properties=species:S:1:pos:R:3:mulliken_charge:R:1
Ir 0.68459 0.11718 -0.26227 2.462
C 0.97891 5.75684 -0.03975 -0.754
C 2.30049 5.01863 -0.05126 -0.643
S 2.31585 3.38745 -0.80457 0.364
O 1.04691 2.69207 -0.31989 -1.010
C 2.06198 3.75013 -2.55438 -0.629
C 0.61865 3.77779 -3.00608 -0.699
H 1.06323 6.62912 0.60507 0.453
H 0.19940 5.12098 0.37513 -0.021
H 0.69329 6.10212 -1.03126 0.236
H 2.65691 4.83860 0.96485 0.340
H 3.09361 5.56461 -0.56878 0.535
H 2.60317 2.95737 -3.07434 0.157
H 2.58948 4.68586 -2.74424 0.598
H 0.12334 2.83969 -2.75238 -0.161
H 0.59682 3.88742 -4.08932 0.494
H 0.05856 4.60096 -2.56878 0.221
C -2.88435 -1.14097 -4.17265 -0.709
O -3.29461 -0.78331 -2.83391 -0.188
C -2.49278 0.03141 -2.18771 -0.040
O -1.45454 0.48806 -2.60375 -0.520
C -2.92115 0.30566 -0.77279 -0.105
C -4.06697 -0.12143 -0.24650 0.997
As -4.35970 -0.23400 1.62394 1.220
C -6.14208 0.43883 1.92018 -1.046
C -3.10763 0.86731 2.53124 1.003
C -2.03865 1.41706 1.94992 -0.362
As -1.49769 1.31345 0.09823 1.107
C -2.00423 3.05187 -0.57168 -0.948
C -1.03809 2.24714 2.71458 -0.072
O -0.85762 3.40225 2.45013 -0.541
O -0.35712 1.49412 3.56018 -0.120
C 0.58854 2.19924 4.39704 -0.813
C -3.37481 1.06195 3.99528 -0.141
O -2.94225 1.98520 4.62225 -0.525
O -4.17063 0.09830 4.45229 -0.414
C -4.52994 0.20529 5.85324 -0.783
C -5.22595 -0.68205 -1.02902 -0.185
O -5.84727 -0.02431 -1.81110 -0.515
O -5.50480 -1.91340 -0.61314 -0.237
C -6.67035 -2.53208 -1.21394 -0.827
H -3.48806 -2.00430 -4.43017 0.258
H -1.82330 -1.38107 -4.17625 0.232
H -3.08972 -0.30546 -4.83836 0.320
H -6.83938 -0.15444 1.33312 0.405
H -6.12101 1.47425 1.57313 0.442
H -6.37728 0.37205 2.97777 0.370
H -3.02207 3.26980 -0.24419 0.532
H -1.95058 2.99484 -1.65641 0.379
H -1.30395 3.78246 -0.18447 0.052
H 0.64608 1.62518 5.31575 0.279
H 0.23412 3.20910 4.58521 0.394
H 1.55301 2.22355 3.89370 0.201
H -5.24700 -0.59023 6.02540 0.276
H -4.96518 1.18419 6.04277 0.350
H -3.63936 0.06900 6.46291 0.322
H -6.97074 -3.31584 -0.52501 0.261
H -6.38792 -2.95398 -2.17731 0.304
H -7.45853 -1.79283 -1.34789 0.378
C 4.78700 -1.03399 -3.66883 -0.659
C 3.43677 -0.39913 -3.93975 -0.693
N 2.83713 0.05044 -2.68841 0.465
C 3.49059 0.16924 -1.51311 0.125
N 2.76804 0.38533 -0.42649 0.409
C 3.45355 0.62424 0.84218 -0.556
C 4.77920 -0.11235 0.89934 -0.834
C 5.60446 0.30606 -0.29653 -0.645
N 4.83661 0.09632 -1.51767 0.157
C 5.57360 -0.11426 -2.75653 -0.585
H 5.32239 -1.19657 -4.60359 0.392
H 4.65962 -2.00230 -3.17981 0.244
H 2.75025 -1.10745 -4.40462 0.341
H 3.54634 0.45208 -4.61965 0.333
H 1.83822 -0.07760 -2.59332 -0.172
H 2.79425 0.29075 1.64182 0.121
H 3.61977 1.69762 0.97426 0.386
H 4.60210 -1.18982 0.87470 0.135
H 5.31479 0.12146 1.81877 0.452
H 6.52114 -0.28069 -0.38084 0.508
H 5.89516 1.36012 -0.21532 0.197
H 6.53362 -0.55475 -2.48684 0.421
H 5.77860 0.84379 -3.24633 0.213
Br 3.60570 -8.07053 0.42271 -0.141
C 2.96207 -6.31112 0.32020 0.046
C 2.47358 -5.83023 -0.88988 -0.719
C 2.00159 -4.53249 -0.96118 -0.402
C 2.01432 -3.71972 0.16890 0.230
C 2.50637 -4.21285 1.37580 -0.282
C 2.98280 -5.50900 1.45611 -0.790
C 1.51053 -2.33590 0.09447 1.117
O 1.10024 -1.87048 -1.02304 -1.185
O 1.46252 -1.59534 1.10969 -0.965
H 2.46689 -6.46885 -1.75993 0.472
H 1.61761 -4.14215 -1.89255 0.515
H 2.52038 -3.57227 2.24644 0.488
H 3.37045 -5.89741 2.38580 0.464
C -2.22933 -3.66140 0.88432 -1.118
C -1.48194 -2.44430 1.34651 0.323
N -0.95418 -2.45263 2.58072 -0.162
O -1.37325 -1.45885 0.61548 -0.795
H -2.21180 -4.48305 1.59525 0.527
H -1.78583 -3.98742 -0.05530 0.270
H -3.26434 -3.37937 0.68051 0.018
H -0.96846 -3.28762 3.14126 0.236
H -0.30880 -1.71427 2.82454 0.165
```



2.
ORCA calculation (wB97M-V/def2-TZVPD) on an isolated ion of composition C4H7N2O and charge +1 in a non-equilibrium geometry.

Calculated values
M: 99.11 Da
Calculated total energy: -341.03103 Eh
ΔE to the lowest compared entry with this formula, charge and spin: 2.863 eV
HOMO level: -13.787 eV
Lowest unoccupied orbital energy: -4.36 eV
Charge: +1

```
14
Properties=species:S:1:pos:R:3:mulliken_charge:R:1
C -1.38661 0.17777 -0.32755 -0.081
C -2.61875 0.63452 -0.03717 -0.697
C -0.02077 -1.74740 0.12927 -0.092
C 1.59110 0.02641 0.23362 0.100
N -1.10304 -1.15903 -0.01540 -0.284
N 2.55089 0.83677 -0.13676 -0.236
O 1.22369 -1.08743 -0.26273 -0.328
H -0.61879 0.80341 -0.58395 0.529
H -3.47400 -0.06565 0.32088 0.256
H -2.94790 1.63163 -0.12120 0.299
H -0.05314 -2.73351 0.36936 0.509
H 0.95336 0.44608 1.04113 0.486
H 3.07923 0.57665 -0.96310 0.276
H 2.82472 1.65979 0.35359 0.264
```



3.
ORCA calculation (wB97M-V/def2-TZVPD) on C53H52N10OSSbTl as an isolated structure in a non-equilibrium geometry.

Calculated values
M: 1203.28 Da
Calculated total energy: -3483.81916 Eh
ΔE to the lowest compared entry with this formula, charge and spin: 0.521 eV
HOMO level (alpha / beta): -11.486 / -11.486 eV
Lowest unoccupied orbital energy (alpha / beta): -8.57 / -8.57 eV
Charge: +2

```
119
Properties=species:S:1:pos:R:3:mulliken_charge:R:1
Tl 13.09231 14.20937 13.10333 0.936
C 17.36248 20.45986 11.59739 -1.530
C 16.65170 19.30834 12.25482 0.667
C 16.13506 19.49312 13.55815 -0.661
C 15.35498 18.55807 14.18444 -0.822
C 14.93906 17.37838 13.50527 0.130
N 13.85299 16.68253 13.75636 0.849
C 12.76948 17.31876 14.33939 -0.512
C 12.00632 18.27165 13.69253 -0.309
C 10.84974 18.81643 14.27556 -1.285
C 10.65338 18.69994 15.63801 0.650
C 9.50249 19.30483 16.39949 -1.454
C 11.39375 17.73490 16.34332 -0.093
C 12.40689 16.99642 15.70498 0.404
N 13.00033 16.00237 16.49607 0.414
C 13.40146 16.19521 17.81989 -0.162
C 14.18904 15.11975 18.18747 -1.185
C 14.18738 14.28175 17.04658 -0.289
N 13.46828 14.81685 16.03016 -0.081
C 15.81919 17.04728 12.36138 0.907
C 16.46170 18.07294 11.66294 -1.097
N 16.03746 15.74710 12.04871 0.775
C 16.71089 15.28644 10.94039 -0.134
C 16.92762 13.95534 11.06162 -0.897
C 16.30343 13.58776 12.26261 -0.191
N 15.71405 14.60527 12.88096 -0.713
H 16.76651 21.38855 11.60633 0.395
H 18.31680 20.69458 12.14467 0.372
H 17.64535 20.18742 10.56143 0.350
H 16.42707 20.37924 14.06961 0.543
H 14.84814 18.76662 15.11156 0.632
H 12.42489 18.65514 12.75026 0.488
H 10.13214 19.39127 13.69959 0.441
H 9.80766 20.01049 17.17041 0.321
H 8.75022 19.80362 15.71472 0.366
H 8.95079 18.49114 16.92296 0.394
H 11.15992 17.56892 17.40121 0.452
H 13.02552 16.98465 18.44567 0.411
H 14.76860 14.99869 19.12107 0.381
H 14.75730 13.36199 16.92348 0.442
H 16.88326 17.92357 10.68159 0.310
H 17.01808 15.86936 10.09714 0.353
H 17.39502 13.30096 10.30578 0.462
H 16.32652 12.61662 12.73818 0.493
C 11.92721 16.05182 9.72476 -0.541
C 12.47587 14.81824 9.13649 0.298
N 13.43942 14.08612 9.69310 0.018
C 13.75716 13.10471 8.82174 -0.621
C 12.98737 13.18337 7.67530 -0.678
N 12.17278 14.31181 7.83681 0.325
C 11.23651 14.80277 6.81945 -1.037
N 9.73298 14.57387 7.09424 0.749
N 8.88719 15.63270 6.78385 -0.572
N 7.66586 15.19141 6.80969 -0.561
C 7.65716 13.88282 7.27357 -0.010
C 6.60266 12.95457 7.38092 -0.553
C 6.87468 11.61864 7.52470 -0.697
C 8.22185 11.19266 7.73426 -0.450
C 9.25802 12.10432 7.59155 -0.482
C 9.01296 13.44362 7.39093 1.097
H 12.77806 16.69500 10.03357 0.078
H 11.28597 15.85748 10.60935 0.008
H 11.27603 16.67475 9.05004 0.369
H 14.56851 12.42817 9.02508 0.526
H 13.09440 12.66689 6.72640 0.477
H 11.47994 14.41041 5.81337 0.283
H 11.20183 15.89254 6.71854 0.425
H 5.55997 13.30598 7.30651 0.423
H 6.01006 10.95670 7.44142 0.388
H 8.42234 10.14687 7.92257 0.485
H 10.27580 11.69125 7.56234 0.321
O 9.70869 12.32982 12.61854 -0.539
S 9.11673 13.71652 12.84321 0.541
C 7.29542 13.65467 12.38081 -0.716
C 6.50556 13.47073 13.67012 -0.554
C 7.29646 14.02430 14.89819 -0.732
C 8.84987 14.02431 14.62325 -0.322
H 7.16148 12.86659 11.59223 0.342
H 7.12609 14.63156 11.95207 0.378
H 6.34236 12.37548 13.83130 0.253
H 5.49452 13.90773 13.65721 0.364
H 7.03175 13.39518 15.75935 0.290
H 6.99112 15.05315 15.14391 0.326
H 9.38132 13.27435 15.20507 0.489
H 9.19617 15.03760 14.83879 0.014
C 11.77872 8.26068 9.12449 -0.815
C 13.06714 8.65949 9.41218 -0.614
C 13.38759 9.36401 10.59326 -0.380
C 12.37062 9.68291 11.47707 0.528
C 11.04445 9.39658 11.12611 -0.368
C 10.75908 8.68242 9.96004 -0.316
Sb 12.72197 10.43423 13.43557 0.645
C 14.64241 9.55784 13.83752 0.030
C 15.08381 8.31822 13.38285 -0.279
C 16.38281 7.92366 13.65827 -0.634
C 17.23773 8.76767 14.34505 -0.454
C 16.81054 10.00175 14.76794 -0.448
C 15.52182 10.38018 14.53543 -0.643
C 11.46345 9.28467 14.75887 0.682
C 10.12980 9.69786 14.85180 -0.514
C 9.34470 9.20753 15.88848 -0.652
C 9.86121 8.31929 16.80769 -0.575
C 11.19467 7.89684 16.69385 -0.567
C 12.01729 8.39630 15.71479 -0.469
H 11.65825 7.54015 8.30769 0.396
H 13.89238 8.41377 8.72560 0.381
H 14.42997 9.69160 10.76918 0.495
H 10.25157 9.74922 11.83023 0.051
H 9.70702 8.42590 9.77065 0.464
H 14.39266 7.66292 12.89895 0.554
H 16.71271 6.94265 13.28916 0.381
H 18.27112 8.45247 14.54763 0.376
H 17.48810 10.72992 15.23784 0.387
H 15.09317 11.29581 14.92792 0.388
H 9.73555 10.40459 14.14178 0.247
H 8.37358 9.62297 15.96653 0.482
H 9.19153 7.84115 17.56051 0.319
H 11.58864 7.18779 17.40235 0.396
H 13.08151 8.17189 15.74153 0.409
```



4.
ORCA calculation (wB97M-V/def2-TZVPD) on C22H63FeO11 as an isolated structure in a non-equilibrium geometry.

Calculated values
M: 559.58 Da
Calculated total energy: -2967.19105 Eh
ΔE to the lowest compared entry with this formula, charge and spin: 0.000 eV
HOMO level (alpha / beta): -7.783 / -7.318 eV
Lowest unoccupied orbital energy (alpha / beta): 0.26 / 0.22 eV
Spin multiplicity: 6

```
97
Properties=species:S:1:pos:R:3:mulliken_charge:R:1
Fe -0.25718 -0.10882 -0.21348 0.767
C 3.60383 -0.42479 1.92800 -1.244
C 3.00697 0.49959 0.88871 -0.134
O 1.69386 0.14223 0.40325 -0.179
H 3.75590 -1.42381 1.51944 0.246
H 3.02063 -0.49234 2.84638 0.234
H 4.59457 -0.10097 2.24686 0.432
H 3.68056 0.52672 0.03218 0.154
H 2.96081 1.51242 1.28887 -0.100
C -4.14489 0.31880 -1.46107 -0.935
C -3.32738 -0.97515 -1.36123 -0.113
O -2.09317 -0.94642 -0.71151 -0.154
H -3.50484 1.10971 -1.85209 -0.027
H -4.53106 0.60309 -0.48222 0.229
H -4.96623 0.25784 -2.17507 0.436
H -3.16469 -1.14244 -2.42596 -0.240
H -3.95428 -1.76846 -0.95408 0.213
C -2.45016 3.63702 -0.56466 -1.071
C -0.94142 3.25649 -0.41861 -0.369
O -0.67670 1.87079 -0.44116 -0.534
H -3.03183 3.25592 0.27470 0.178
H -2.83992 3.28953 -1.52145 0.240
H -2.57445 4.71941 -0.53203 0.416
H -0.50822 3.71918 0.46816 -0.011
H -0.36735 3.75103 -1.20218 0.297
C 1.55766 3.96979 2.69045 -0.513
C 1.63881 5.07639 3.74881 -0.598
O 0.84336 6.17647 3.35300 -0.518
H 2.31402 3.22260 2.93074 0.266
H 1.83671 4.24226 1.67261 0.391
H 0.55332 3.54708 2.66376 0.005
H 2.69563 5.30719 3.88280 0.319
H 1.25029 4.69756 4.69414 0.313
H 1.18963 6.49439 2.51597 0.312
C 2.24563 -0.16633 -3.40061 -1.184
C 0.99718 0.49912 -2.90777 0.280
O 0.33917 -0.48017 -2.12534 0.525
H 2.86784 0.49157 -4.00735 0.396
H 2.04263 -1.02400 -4.04194 0.258
H 2.84879 -0.51907 -2.56403 0.159
H 0.32120 0.93464 -3.64362 0.310
H 1.17788 1.34066 -2.23899 -0.157
H 0.08039 -1.13033 -2.78255 -0.121
C 1.39116 -4.49251 2.88243 -0.915
C 0.10447 -3.98391 3.56006 -0.423
O -0.62293 -3.12264 2.73900 -0.386
H 2.12244 -3.70119 2.71765 0.142
H 1.22819 -4.95557 1.90924 0.198
H 1.84741 -5.22059 3.55314 0.423
H 0.33222 -3.47617 4.49731 0.305
H -0.54307 -4.78692 3.91213 0.403
H -1.48991 -3.21021 3.14184 0.053
C -0.10744 -4.26611 -1.08163 -1.098
C 0.93220 -3.23020 -0.61585 -0.011
O 0.27802 -2.26831 0.18009 0.727
H -0.80951 -4.49918 -0.28108 0.168
H 0.25857 -5.23453 -1.42265 0.439
H -0.78792 -3.84138 -1.81964 0.125
H 1.38421 -2.74694 -1.48202 0.121
H 1.76120 -3.67636 -0.06648 0.287
H -0.05021 -2.80185 0.90755 -0.298
C 3.91464 2.92174 -1.92474 -0.305
C 5.13155 3.49886 -2.67829 -0.615
O 5.31571 4.83162 -2.44208 -0.526
H 2.96296 3.34021 -2.25229 0.236
H 4.00025 3.07633 -0.84916 0.315
H 3.93883 1.84218 -2.07324 -0.054
H 4.88349 3.35816 -3.73033 0.301
H 6.05117 2.96834 -2.43143 0.339
H 5.52605 4.96657 -1.51518 0.314
C -1.47353 -1.35588 -6.13129 -1.392
C -1.47116 -1.63102 -4.61325 0.097
O -0.23917 -2.06837 -4.14126 -0.414
H -1.10793 -2.22237 -6.68233 0.309
H -0.82633 -0.49577 -6.30285 0.315
H -2.47485 -1.08366 -6.46501 0.415
H -2.22152 -2.39081 -4.39467 0.386
H -1.83254 -0.74206 -4.09628 0.099
H -0.03061 -2.94579 -4.47025 0.256
C -1.80326 1.71228 2.95087 -0.851
C -0.70341 0.60654 2.85776 -0.043
O -0.96865 -0.20568 1.75506 0.632
H -1.62833 2.43478 3.74806 0.450
H -2.78611 1.30508 3.18817 0.236
H -1.90694 2.28673 2.03036 -0.173
H -0.64152 0.09481 3.81818 0.278
H 0.31129 0.98920 2.74800 0.123
H -1.54107 -0.87235 2.14170 -0.255
C -3.98091 -3.35847 2.01037 -1.025
C -4.15648 -1.94338 2.61705 -0.011
O -2.94058 -1.52057 3.22549 -0.436
H -4.82049 -3.65334 1.38089 0.400
H -3.89355 -4.11651 2.78873 0.398
H -3.12857 -3.49892 1.34563 0.038
H -4.99033 -1.88533 3.31664 0.488
H -4.36944 -1.17671 1.87209 0.011
H -3.11126 -1.31833 4.14829 0.228
```